Arrangement w

Computed, not measured: a single C3H8N2O molecule, with wB97M-V/def2-TZVPD.

Calculated values
Structure (SMILES)   N/C=C(/N)CO
HOMO   -7.0 eV
LUMO   0.92 eV

The geometry in ORCA input format:
```
! RIJCOSX wB97M-V def2-TZVPD def2/J DEFGRID3
* xyz 0 1
N -1.601 -0.689 0.918
C -0.534 -0.945 0.113
C 0.618 -0.218 -0.007
N 1.718 -0.708 -0.722
C 0.593 1.220 0.272
O -0.420 1.750 -0.881
H -2.161 -1.488 1.195
H -1.551 0.139 1.500
H -0.536 -1.969 -0.255
H 1.937 -0.111 -1.517
H 1.623 -1.673 -1.021
H 0.111 1.511 1.204
H 1.551 1.721 0.127
H -1.347 1.459 -0.926
*
```

Arrangement x

Computed, not measured: a molecular structure, C3H8N2O, with wB97M-V/def2-TZVPD.

Calculated values
HOMO (alpha / beta)   -7.1 / -7.1 eV
LUMO (alpha / beta)   0.52 / 0.52 eV

The geometry in ORCA input format:
```
! RIJCOSX wB97M-V def2-TZVPD def2/J DEFGRID3
* xyz 0 1
C 0.546 -0.351 -0.438
C -1.214 0.187 0.439
C 1.152 0.552 0.392
N -2.218 -0.649 -0.086
O 2.549 -0.726 -0.783
N 1.500 1.466 1.089
H 2.963 -0.139 -1.431
H 0.851 2.001 1.662
H -2.116 -1.627 0.149
H -2.378 -0.543 -1.079
H 0.541 -1.396 -0.164
H 0.297 -0.054 -1.446
H -1.379 1.232 0.182
H -1.093 0.046 1.512
*
```

Arrangement y

Computed, not measured: a single C3H8N2O molecule, with wB97M-V/def2-TZVPD.

Calculated values
Structure (SMILES)   C/N=C(/O)NC
HOMO   -8.7 eV
LUMO   0.90 eV

The geometry in ORCA input format:
```
! RIJCOSX wB97M-V def2-TZVPD def2/J DEFGRID3
* xyz 0 1
C 2.243 0.331 0.090
N 1.340 -0.727 -0.246
C 0.070 -0.605 -0.245
O -0.571 -1.742 -0.588
N -0.736 0.467 0.014
C -2.180 0.382 0.172
H 3.248 -0.102 0.117
H 2.246 1.134 -0.662
H 2.041 0.768 1.081
H 0.249 -2.269 -0.713
H -0.273 1.279 0.391
H -2.633 1.343 -0.102
H -2.487 0.126 1.198
H -2.558 -0.386 -0.507
*
```

Arrangement z

Computed, not measured: a single C3H8N2O molecule, with wB97M-V/def2-TZVPD.

Calculated values
Structure (SMILES)   [H]/N=C(\N)COC
HOMO   -9.0 eV
LUMO   0.68 eV

The geometry in ORCA input format:
```
! RIJCOSX wB97M-V def2-TZVPD def2/J DEFGRID3
* xyz 0 1
H 2.311 -1.288 0.832
N 1.389 -1.316 0.407
C 0.917 -0.275 -0.022
N 1.701 1.127 -0.404
C -0.115 0.253 -0.880
O -1.330 -0.810 -0.482
C -1.930 -0.571 0.755
H 1.859 1.582 -1.292
H 2.164 1.640 0.335
H -0.588 1.204 -0.633
H -0.039 -0.038 -1.922
H -1.293 -0.883 1.598
H -2.873 -1.123 0.804
H -2.171 0.499 0.904
*
```

The structure with the most favorable energy is arrangement y; the runner-up is 36.4 kcal/mol above it.

Arrangement w

Computed, not measured: 2 unconnected molecules or ions with the total composition C3H8N2O, with wB97M-V/def2-TZVPD.

Calculated values
Structure (SMILES)   [H]/N=C/N.CC=O
HOMO   -9.1 eV
LUMO   0.98 eV

The geometry in ORCA input format:
```
! RIJCOSX wB97M-V def2-TZVPD def2/J DEFGRID3
* xyz 0 1
H 0.108 3.819 -4.662
N 0.170 2.806 -4.789
C -0.858 2.313 -4.203
N -0.856 1.106 -3.499
H -1.833 2.831 -4.353
H -1.045 1.381 -2.542
H 0.038 0.652 -3.641
C 0.546 -1.725 4.491
C 0.607 -2.695 3.294
O 0.740 -2.337 2.165
H 0.505 -2.130 5.494
H 1.573 -1.345 4.403
H -0.122 -0.895 4.266
H 0.426 -3.780 3.576
*
```

Arrangement x

Computed, not measured: a single C3H8N2O molecule, with wB97M-V/def2-TZVPD.

Calculated values
HOMO   -8.1 eV
LUMO   -2.56 eV

The geometry in ORCA input format:
```
! RIJCOSX wB97M-V def2-TZVPD def2/J DEFGRID3
* xyz 0 1
C 0.303 -1.318 -1.359
N 1.158 -0.204 -1.126
C 0.547 0.826 -0.341
C -0.350 0.343 0.840
N -0.045 0.872 2.090
O -1.733 0.569 0.585
H -0.304 -1.686 -0.464
H -0.457 -1.227 -2.192
H 0.922 -2.187 -1.587
H -2.008 0.944 1.435
H 1.365 1.477 -0.083
H -0.126 1.494 -1.013
H -0.215 -0.740 0.854
H 0.943 0.838 2.361
*
```

Arrangement y

Computed, not measured: a single C3H8N2O molecule, with wB97M-V/def2-TZVPD.

Calculated values
Structure (SMILES)   [H]/N=C(\CO)NC
HOMO   -8.9 eV
LUMO   0.80 eV

The geometry in ORCA input format:
```
! RIJCOSX wB97M-V def2-TZVPD def2/J DEFGRID3
* xyz 0 1
H 0.006 2.522 -0.229
N -0.556 1.643 -0.131
C 0.131 0.552 0.016
C 1.627 0.415 0.178
O 2.142 -0.888 -0.124
N -0.468 -0.650 0.050
C -1.936 -0.731 -0.024
H 2.131 1.259 -0.335
H 1.740 0.597 1.240
H 1.899 -1.062 -1.066
H 0.058 -1.387 0.561
H -2.330 -0.487 1.002
H -2.178 -1.767 -0.357
H -2.265 -0.016 -0.782
*
```

The structure with the most favorable energy is arrangement y; the runner-up is 28.1 kcal/mol above it.

Arrangement w

Computed, not measured: a single CHNO3 molecule, with wB97M-V/def2-TZVPD.

Calculated values
HOMO (alpha / beta)   -9.7 / -10.0 eV
LUMO (alpha / beta)   -1.23 / -1.50 eV

The geometry in ORCA input format:
```
! RIJCOSX wB97M-V def2-TZVPD def2/J DEFGRID3
* xyz 0 1
C -0.677 0.009 0.068
N 0.005 1.082 -0.079
O -0.021 -1.139 -0.178
O 1.194 1.244 0.026
O 1.250 -1.170 0.138
H -1.751 -0.027 0.025
*
```

Arrangement x

Computed, not measured: 2 unconnected molecules or ions with the total composition CHNO3, with wB97M-V/def2-TZVPD.

Calculated values
HOMO (alpha / beta)   -10.0 / -6.7 eV
LUMO (alpha / beta)   0.34 / -2.22 eV

The geometry in ORCA input format:
```
! RIJCOSX wB97M-V def2-TZVPD def2/J DEFGRID3
* xyz 0 1
N -0.697 0.115 0.845
O -1.686 0.827 0.845
O 0.518 0.467 0.845
C 2.620 -1.521 0.845
O 1.905 -2.419 0.845
H 3.458 -0.823 0.845
*
```

Arrangement y

Computed, not measured: 2 unconnected molecules or ions with the total composition CHNO3, with wB97M-V/def2-TZVPD.

Calculated values
HOMO (alpha / beta)   -8.0 / -8.1 eV
LUMO (alpha / beta)   -0.22 / -0.42 eV

The geometry in ORCA input format:
```
! RIJCOSX wB97M-V def2-TZVPD def2/J DEFGRID3
* xyz 0 1
C 0.345 -1.274 -0.035
N 1.182 -2.129 1.726
O 0.476 -1.757 -1.102
O 0.776 -3.017 2.404
O 0.021 -0.146 0.464
H -0.476 0.506 -0.166
*
```

The structure with the most favorable energy is arrangement y; the runner-up is 63.7 kcal/mol above it.